No. 1
Molecular formula: C3H8ClNO
Method: DFT, ωB97M-V/def2-TZVPD

Computed properties:
Frontier orbital gap (spin up / spin down) (eV): 7.57 / 7.30
LUMO (spin up / spin down) (eV): 0.705 / 0.687
2S+1: 1
M (g/mol): 109.6
ΔE to the lowest compared entry with this formula, charge and spin (kJ/mol): 602.71
Net charge: 0

Geometry as XYZ:
```
14
Properties=species:S:1:pos:R:3:forces:R:3
C -0.763 -0.394 -1.100 -2.847 -1.798 1.521
C 1.718 0.568 1.282 -0.101 -0.279 0.341
C -0.087 0.598 -0.289 0.171 0.022 0.279
N -2.306 1.313 2.656 0.488 1.431 -0.234
O 0.713 0.104 0.599 0.605 -0.893 -0.390
Cl -2.235 0.081 1.501 -0.721 -0.633 0.035
H -0.808 -1.357 -0.392 0.479 1.576 -2.231
H -1.860 -0.228 -1.389 1.274 0.331 0.785
H -0.299 -0.443 -2.051 0.804 -1.067 -0.958
H -2.941 2.041 2.333 0.060 -0.418 0.109
H 2.048 1.550 1.414 -0.264 1.636 -0.455
H 2.205 -0.176 1.811 0.734 -1.304 0.969
H -0.183 1.630 -0.289 -0.251 1.822 -0.386
H -2.606 0.947 3.529 -0.430 -0.426 0.613
```
Forces are in eV/Å.

Here are the Löwdin charges for atoms 1 to 6, given in e: atom 1 (C): -0.141, atom 2 (C): -0.037, atom 3 (C): -0.330, atom 4 (N): -0.435, atom 5 (O): -0.129, atom 6 (Cl): 0.618



No. 2
Molecular formula: C51H76N9O3PS
Method: DFT, ωB97M-V/def2-TZVPD

Computed properties:
Frontier orbital gap (eV): 7.90
LUMO (eV): 0.558
2S+1: 1
M (g/mol): 926.3
Net charge: 0

Geometry as XYZ:
```
141
Properties=species:S:1:pos:R:3:forces:R:3
H 3.039 -4.305 -4.269 -0.088 0.018 -0.023
N 3.883 -3.756 -4.414 -0.097 0.172 -0.004
C 4.813 -4.563 -4.685 -0.224 0.180 0.113
N 4.566 -5.972 -4.731 0.062 0.392 0.275
N 6.100 -4.003 -4.978 0.166 -0.928 -0.247
C 7.256 -4.829 -4.615 0.129 0.101 0.130
C 7.733 -4.538 -3.195 0.067 0.649 -0.581
C 8.121 -3.066 -3.016 -0.016 -0.178 0.614
C 8.066 -2.614 -1.546 0.000 0.450 -0.375
C 6.776 -1.921 -1.170 -0.116 0.179 0.429
C 5.559 -2.175 -1.798 0.314 -0.030 0.106
C 4.393 -1.520 -1.423 0.352 -0.198 -0.117
C 4.406 -0.578 -0.400 0.029 -0.334 -0.605
C 5.619 -0.326 0.227 -0.026 0.234 0.531
C 6.789 -0.984 -0.138 -0.410 -0.031 -0.214
S 5.692 0.883 1.524 -0.039 0.089 -0.029
C 4.036 0.779 2.153 0.364 -0.286 -0.439
C 3.795 1.075 3.486 -0.073 0.031 0.313
C 2.506 1.047 3.983 -0.044 -0.078 -0.608
C 1.441 0.707 3.146 0.048 0.349 0.149
C 0.059 0.682 3.764 0.185 -0.638 -0.282
C -0.155 -0.592 4.568 0.049 -0.252 0.245
C 0.481 -1.777 4.187 -0.231 -0.290 0.237
C 0.298 -2.962 4.892 0.012 0.162 -0.144
C -0.534 -3.002 5.999 -0.026 0.403 -0.165
C -1.172 -1.831 6.391 0.343 -0.387 -0.285
C -0.983 -0.634 5.697 -0.396 0.094 0.169
C -1.710 0.583 6.228 0.571 -0.211 0.175
C 1.687 0.382 1.809 -0.074 -0.260 0.127
C 0.559 0.011 0.872 0.673 0.482 -0.002
C 0.163 1.251 0.033 -0.127 0.210 0.054
P -1.551 1.737 0.316 -0.664 -1.037 0.223
O -2.364 0.697 0.962 0.008 -0.001 0.132
O -1.589 3.046 1.243 0.439 0.173 -0.831
C -0.942 4.233 0.732 0.066 0.420 0.501
C -0.462 5.083 1.903 -0.048 0.173 -0.219
O -2.094 2.127 -1.140 0.227 0.654 0.558
C -3.342 2.865 -1.157 0.042 -0.071 -0.673
C -4.159 2.368 -2.331 -0.060 0.214 0.419
C 3.000 0.415 1.301 -0.675 0.274 0.479
N 3.193 0.096 -0.073 0.386 0.112 0.289
H 4.596 -6.343 -5.676 0.064 -0.124 0.169
H 5.181 -6.491 -4.123 0.086 -0.151 -0.147
H 6.137 -3.836 -5.976 -0.137 0.344 0.013
H 7.078 -5.901 -4.720 -0.099 -0.069 -0.118
H 8.062 -4.593 -5.308 0.077 0.108 -0.060
H 8.625 -5.142 -3.033 -0.117 -0.295 0.390
H 6.950 -4.783 -2.477 0.019 -0.261 0.105
H 9.130 -2.903 -3.392 0.048 -0.040 -0.160
H 7.443 -2.430 -3.576 0.005 0.017 -0.249
H 8.863 -1.889 -1.382 0.122 0.001 0.125
H 8.259 -3.440 -0.862 0.012 -0.163 0.008
H 5.534 -2.898 -2.598 -0.225 0.040 -0.165
H 3.492 -1.753 -1.971 -0.204 0.100 0.129
H 7.707 -0.727 0.374 0.106 -0.082 0.056
H 4.618 1.333 4.138 0.112 0.008 -0.013
H 2.295 1.278 5.016 0.110 0.037 0.136
H -0.702 0.720 2.989 -0.211 0.143 -0.015
H -0.083 1.558 4.385 0.127 0.135 0.079
H 1.125 -1.818 3.322 0.095 0.229 -0.085
H 0.810 -3.852 4.557 0.024 -0.101 -0.013
H -0.692 -3.927 6.531 -0.018 -0.054 0.107
H -1.825 -1.875 7.252 -0.091 0.216 0.067
H -1.616 1.433 5.568 -0.320 0.132 -0.101
H -2.750 0.356 6.439 -0.183 0.056 -0.169
H -1.257 0.867 7.179 0.001 0.097 0.092
H 0.945 -0.739 0.191 -0.142 -0.222 -0.038
H -0.289 -0.376 1.418 -0.161 -0.165 -0.056
H 0.337 1.091 -1.028 -0.190 -0.058 -0.140
H 0.785 2.101 0.314 0.109 0.046 0.004
H -0.101 3.977 0.090 -0.012 -0.151 -0.101
H -1.645 4.804 0.132 -0.234 -0.135 -0.103
H -0.807 6.108 1.810 -0.005 0.127 -0.030
H -0.867 4.704 2.835 0.049 -0.150 0.113
H 0.622 5.113 1.945 0.104 -0.109 0.217
H -3.099 3.917 -1.297 0.086 0.088 0.064
H -3.877 2.750 -0.218 0.008 -0.085 0.136
H -4.886 3.133 -2.601 -0.127 -0.026 -0.073
H -4.687 1.460 -2.059 0.013 -0.181 -0.163
H -3.503 2.194 -3.177 0.006 -0.067 -0.135
H 3.023 0.892 -0.675 -0.028 -0.018 -0.073
C 0.915 -8.666 -3.885 -0.013 0.023 -0.068
C 0.710 -9.461 -5.170 -0.060 0.169 0.233
C 2.021 -9.987 -5.763 -0.329 -0.255 -0.053
C 2.915 -8.907 -6.166 0.121 -0.022 0.066
N 3.617 -8.050 -6.465 -0.011 -0.198 -0.252
H 1.525 -7.778 -4.059 0.034 -0.023 0.002
H -0.043 -8.336 -3.483 0.010 -0.002 0.019
H 1.408 -9.273 -3.123 0.006 0.010 0.007
H 0.197 -8.841 -5.907 0.030 -0.047 -0.064
H 0.062 -10.315 -4.968 0.039 -0.050 -0.081
H 1.814 -10.602 -6.644 0.033 0.186 0.222
H 2.532 -10.622 -5.035 0.092 0.098 0.016
C -4.693 6.488 1.818 -0.012 0.007 -0.043
C -4.732 6.538 3.340 -0.004 -0.159 -0.237
C -4.203 7.856 3.916 -0.280 -0.216 0.203
C -2.791 8.063 3.605 -0.040 0.138 -0.084
N -1.688 8.221 3.332 0.046 -0.046 0.015
H -3.670 6.565 1.442 0.014 0.025 0.032
H -5.107 5.545 1.459 0.010 -0.004 -0.005
H -5.279 7.302 1.388 0.015 0.012 0.000
H -4.160 5.700 3.745 0.013 0.048 0.083
H -5.765 6.408 3.672 0.012 0.085 0.079
H -4.330 7.854 5.000 0.091 0.083 0.010
H -4.790 8.692 3.529 0.097 0.032 -0.084
C -5.821 12.798 3.503 -0.029 0.001 -0.032
C -7.308 12.720 3.179 0.247 0.101 0.027
C -7.885 11.313 3.371 -0.183 0.282 0.053
C -7.281 10.342 2.462 0.007 -0.101 0.111
N -6.792 9.583 1.753 0.025 -0.014 -0.001
H -5.235 12.158 2.841 -0.009 -0.022 0.012
H -5.457 13.818 3.382 0.018 -0.005 0.012
H -5.628 12.491 4.533 0.008 -0.009 -0.002
H -7.478 13.052 2.153 -0.060 -0.043 -0.005
H -7.855 13.405 3.829 -0.076 -0.054 -0.005
H -8.962 11.330 3.197 0.006 -0.102 -0.047
H -7.736 10.983 4.401 0.076 -0.111 -0.039
C -9.169 5.907 4.856 0.057 0.013 0.008
C -8.219 5.345 5.908 -0.148 0.009 -0.267
C -8.183 6.183 7.190 0.087 -0.306 -0.010
C -7.677 7.534 6.955 -0.087 0.045 0.070
N -7.288 8.596 6.760 0.044 0.029 -0.101
H -8.863 6.904 4.534 -0.009 0.011 0.022
H -9.183 5.265 3.975 -0.017 0.007 -0.005
H -10.188 5.971 5.242 -0.004 0.012 -0.006
H -7.215 5.269 5.485 0.041 0.005 0.092
H -8.532 4.332 6.166 0.052 0.008 0.101
H -7.545 5.698 7.931 0.032 0.089 0.031
H -9.181 6.246 7.626 -0.008 0.107 -0.017
C 3.903 -13.621 -10.563 -0.007 0.050 -0.013
C 4.505 -12.239 -10.339 -0.046 -0.227 -0.116
C 4.137 -11.640 -8.977 0.273 0.085 -0.165
C 2.700 -11.415 -8.843 -0.040 -0.024 -0.022
N 1.571 -11.234 -8.737 0.047 -0.083 -0.148
H 2.812 -13.586 -10.554 -0.001 0.004 0.030
H 4.213 -14.020 -11.528 -0.002 -0.020 0.007
H 4.228 -14.320 -9.790 -0.010 -0.007 0.000
H 4.184 -11.566 -11.135 0.005 0.062 0.047
H 5.593 -12.306 -10.399 0.010 0.075 0.054
H 4.650 -10.686 -8.839 -0.094 0.039 0.054
H 4.472 -12.300 -8.173 -0.097 -0.023 0.028
```
Forces are in eV/Å.

Here are the Löwdin charges for atoms 1 to 6, given in e: atom 1 (H): 0.053, atom 2 (N): 0.154, atom 3 (C): -0.518, atom 4 (N): 0.072, atom 5 (N): 0.008, atom 6 (C): -0.236



No. 3
Molecular formula: C43H68CsN4O3P2Si
Method: DFT, ωB97M-V/def2-TZVPD

Computed properties:
Frontier orbital gap (eV): 5.38
LUMO (eV): 1.773
2S+1: 1
M (g/mol): 912.0
ΔE to the lowest compared entry with this formula, charge and spin (kJ/mol): 152.32
Net charge: -1

Geometry as XYZ:
```
122
Properties=species:S:1:pos:R:3:forces:R:3
Cs -0.804 -3.271 -0.715 0.805 -0.019 -0.060
C 1.108 -2.121 2.766 0.052 0.622 -0.369
Si 0.874 -0.571 1.484 1.210 -0.834 0.986
C -0.310 0.343 2.657 -0.657 0.844 -0.045
C 0.085 1.179 3.726 -0.137 -0.275 -0.506
C -0.789 1.877 4.503 -1.599 -0.047 0.518
C -2.152 1.789 4.187 -0.367 1.407 1.403
C -2.578 1.117 3.102 -0.157 -1.117 -0.897
C -1.681 0.332 2.368 -0.161 -0.184 0.439
P -2.309 -0.840 1.142 -0.341 -0.600 -0.541
C -3.308 -2.205 2.028 -0.513 0.359 -0.136
C -2.449 -3.050 2.972 0.323 -0.170 -0.855
C -3.319 -3.877 3.899 1.502 0.805 1.449
C -3.840 -2.877 4.994 -0.126 -0.846 -0.228
C -4.276 -1.564 4.338 -1.545 -0.678 -0.365
C -4.578 -1.812 2.836 0.989 1.198 -0.147
C -3.623 0.179 0.342 0.817 -0.171 -1.911
C -2.953 1.358 -0.486 -0.188 -0.459 0.023
C -3.047 1.229 -2.060 -3.080 1.636 1.975
C -2.738 -0.152 -2.469 1.685 -1.177 -0.328
C -3.737 -1.155 -1.858 -0.733 -0.520 1.219
C -4.530 -0.578 -0.624 1.970 -0.036 -0.772
C 2.635 0.225 1.859 0.092 0.279 -0.808
C 3.612 -0.619 2.396 -0.658 -1.058 0.489
C 4.933 -0.616 2.055 0.449 1.784 -1.164
C 5.392 0.331 1.124 -1.686 0.303 0.922
C 4.504 1.329 0.713 0.115 -0.241 -0.101
C 3.133 1.295 1.073 0.883 -0.288 0.068
P 1.917 2.406 0.314 -0.115 0.113 -0.297
C 2.730 2.627 -1.355 -2.324 0.123 -0.909
C 2.076 3.800 -2.110 -2.887 1.046 0.807
C 2.325 3.736 -3.612 -0.365 1.296 -0.820
C 1.548 2.592 -4.292 0.622 -0.362 -0.870
C 1.356 1.497 -3.267 -1.530 -1.508 0.740
C 2.510 1.378 -2.270 -0.165 -0.057 0.471
C 2.125 4.113 1.114 -0.259 -1.138 -0.409
C 3.518 4.721 1.052 0.245 -0.591 0.343
C 3.974 5.175 2.423 1.908 -0.587 0.548
C 2.992 6.169 2.950 0.178 1.442 0.647
C 1.641 5.526 3.141 -0.583 -1.248 0.877
C 1.554 4.121 2.550 0.336 0.365 -1.424
H 1.281 -1.870 3.824 -0.252 0.235 -0.179
H 1.932 -2.782 2.503 -0.088 -0.296 -0.288
H 0.181 -2.670 2.686 -0.235 -0.434 0.147
H 1.106 1.293 3.933 1.492 -0.100 0.194
H -0.558 2.454 5.400 0.526 -0.148 -0.366
H -2.915 2.270 4.813 0.461 0.073 -0.167
H -3.624 1.100 2.832 -0.165 0.062 0.143
H -3.698 -2.858 1.188 0.617 0.558 0.554
H -1.792 -2.426 3.555 0.038 0.582 0.505
H -1.710 -3.642 2.437 -0.165 -0.417 -0.364
H -2.681 -4.617 4.376 0.092 -0.135 0.254
H -4.020 -4.463 3.354 -1.112 -0.131 -0.352
H -3.002 -2.636 5.673 -0.382 -0.507 -0.106
H -4.690 -3.320 5.568 0.758 0.270 -0.280
H -3.597 -0.743 4.533 0.246 -0.006 -0.300
H -5.232 -1.295 4.808 0.165 0.295 -0.092
H -5.022 -0.901 2.404 -0.176 -0.439 0.074
H -5.236 -2.661 2.694 -0.621 0.123 0.360
H -4.338 0.483 1.041 -0.671 1.219 1.467
H -1.903 1.305 -0.247 0.663 0.285 0.055
H -3.293 2.352 -0.161 -0.079 -0.301 -0.035
H -2.451 2.061 -2.438 0.181 -0.426 -0.438
H -4.158 1.454 -2.339 1.758 -0.136 0.199
H -1.676 -0.332 -2.173 -0.615 -0.247 0.048
H -2.721 -0.242 -3.556 -0.116 -0.119 -0.066
H -3.366 -2.189 -1.566 0.104 1.373 -0.400
H -4.491 -1.384 -2.588 -0.394 -0.119 -0.649
H -4.991 -1.380 -0.089 -0.782 -0.514 0.129
H -5.223 0.210 -0.897 -0.634 -0.418 -0.481
H 3.308 -1.472 2.995 -0.075 0.349 0.215
H 5.618 -1.273 2.509 0.675 -1.004 0.352
H 6.383 0.310 0.774 1.185 0.081 -0.353
H 4.901 2.095 0.029 -0.311 -0.423 0.424
H 3.767 2.836 -1.323 1.110 0.199 0.258
H 2.365 4.763 -1.671 0.369 -0.095 -0.238
H 0.899 3.833 -1.911 2.184 -0.369 -0.398
H 3.400 3.610 -3.695 0.285 -0.362 -0.384
H 2.132 4.692 -4.191 0.011 -0.752 1.006
H 2.175 2.207 -5.126 -0.260 0.112 0.400
H 0.593 2.871 -4.803 0.603 0.145 0.750
H 1.168 0.468 -3.693 0.379 1.100 -0.020
H 0.408 1.658 -2.678 0.800 0.122 -0.368
H 3.438 1.232 -2.786 0.565 -0.231 -0.635
H 2.344 0.451 -1.728 0.055 -0.014 0.502
H 1.477 4.646 0.423 -0.417 0.466 0.205
H 3.534 5.587 0.421 -0.135 0.674 -0.507
H 4.210 4.027 0.586 0.300 -0.123 0.186
H 4.977 5.643 2.322 -0.446 -0.223 0.130
H 4.114 4.326 3.145 -0.125 0.574 -0.715
H 2.933 6.965 2.176 0.045 -0.054 0.678
H 3.286 6.599 3.964 -0.006 -0.196 -1.518
H 0.805 6.116 2.790 -0.152 0.370 0.093
H 1.568 5.326 4.213 -0.630 0.473 0.102
H 0.541 3.727 2.531 -0.074 0.005 0.212
H 2.174 3.484 3.163 -0.028 -0.524 0.107
O -2.042 -3.361 -7.318 2.176 0.911 -0.684
H -1.061 -3.135 -7.518 -1.463 -0.836 0.517
H -2.387 -2.525 -7.648 -0.612 0.024 0.072
C 3.987 -2.817 -1.530 1.153 -0.404 -0.585
C 3.626 -3.905 -0.565 -0.382 0.450 0.240
O 2.301 -3.738 -0.111 -0.324 0.326 0.886
H 4.902 -3.224 -1.986 -0.001 0.575 -0.326
H 4.246 -1.861 -1.064 -0.280 -0.086 0.042
H 3.224 -2.709 -2.309 0.120 0.053 0.252
H 4.362 -3.998 0.247 -0.185 0.270 0.165
H 3.635 -4.849 -1.056 -0.026 -0.823 -0.573
H 2.259 -2.842 0.269 -0.239 -0.183 -0.017
N 0.827 -3.224 -3.523 0.491 0.426 -0.566
C 1.172 -2.607 -4.463 -0.868 -1.082 1.894
N 1.525 -1.865 -5.440 0.101 0.395 -1.223
C 1.055 -2.150 -6.639 1.226 0.840 1.531
N 0.803 -2.225 -7.759 -0.970 -0.523 -1.508
C -4.041 -4.843 -4.000 1.262 0.731 -0.190
C -2.560 -4.615 -3.579 -2.213 -0.936 -0.139
N -1.748 -4.197 -4.526 0.669 0.446 -0.833
O -2.254 -4.965 -2.449 0.606 -0.044 0.748
H -4.203 -4.397 -4.979 -0.395 -0.254 -0.049
H -4.749 -4.485 -3.271 -0.006 0.564 0.319
H -4.178 -5.906 -3.980 -0.015 -0.646 -0.456
H -2.120 -3.893 -5.426 0.268 -0.132 0.193
H -0.735 -4.096 -4.370 -0.622 0.039 0.281
```
Forces are in eV/Å.

Here are the Löwdin charges for atoms 1 to 6, given in e: atom 1 (Cs): 0.891, atom 2 (C): -0.262, atom 3 (Si): 0.601, atom 4 (C): -0.328, atom 5 (C): -0.112, atom 6 (C): -0.089



No. 4
Molecular formula: C4H9NO2
Method: DFT, ωB97M-V/def2-TZVPD

Computed properties:
Frontier orbital gap (eV): 10.38
LUMO (eV): 0.601
2S+1: 1
M (g/mol): 103.1
ΔE to the lowest compared entry with this formula, charge and spin (kJ/mol): 216.62
Net charge: 0

Geometry as XYZ:
```
16
Properties=species:S:1:pos:R:3:forces:R:3
C 1.552 0.312 -0.741 -0.682 -1.247 0.048
C 0.466 -0.371 0.140 0.286 1.300 -1.268
C 0.704 -1.842 0.309 -1.349 -0.809 1.580
O 1.405 -2.382 1.123 0.820 0.498 -0.230
N -0.870 -0.170 -0.521 1.140 -0.362 2.015
C -1.787 0.549 0.367 0.418 0.619 -1.272
O -1.465 1.960 0.431 -0.604 -0.897 -0.203
H 2.533 0.204 -0.278 -0.034 0.316 -0.133
H 1.219 1.333 -0.911 0.446 0.188 0.073
H 1.544 -0.221 -1.698 0.265 0.231 -0.063
H 0.543 0.163 1.093 -0.264 -0.495 0.269
H -0.084 -2.450 -0.155 0.123 -0.100 -0.889
H -0.643 0.370 -1.339 -0.728 0.336 -0.344
H -1.728 0.182 1.395 -0.196 -0.550 -0.309
H -2.771 0.436 -0.083 -0.176 0.322 0.417
H -0.619 1.927 0.868 0.533 0.648 0.309
```
Forces are in eV/Å.

Here are the Löwdin charges for atoms 1 to 6, given in e: atom 1 (C): -0.036, atom 2 (C): -0.361, atom 3 (C): -0.237, atom 4 (O): 0.063, atom 5 (N): -0.014, atom 6 (C): -0.251